1.
C55H42CuNP3SSi as an isolated structure, computed with ωB97M-V/def2-TZVPD.

ORCA input file:
```
! wB97M-V def2-TZVPD RIJCOSX def2/J DEFGRID3
* xyz 0 2
Cu 0.4437 -0.8827 -0.2002
C -4.6464 -3.3426 1.3816
C -3.7492 -4.0649 2.2064
C -2.4155 -3.6965 2.3711
C -1.9504 -2.6324 1.6298
C -2.7672 -1.9740 0.7373
C -4.1278 -2.3096 0.6228
P -0.3269 -1.7913 1.7364
C 0.7078 -2.8803 2.7770
C 0.8340 -4.1965 2.4141
C 1.5563 -5.0859 3.2046
C 2.2516 -4.6048 4.3066
C 2.2065 -3.2782 4.6776
C 1.4316 -2.4212 3.9082
C -0.7619 -0.4335 2.8833
C -1.3024 -0.6264 4.1521
C -1.8951 0.4772 4.8178
C -1.9719 1.7200 4.1999
C -1.2968 1.8850 3.0171
C -0.6476 0.8495 2.3432
Si 0.3574 1.1324 0.6989
C 2.1236 1.2468 1.4017
C 2.3640 1.9619 2.5697
C 3.5537 1.7640 3.2319
C 4.4423 0.8129 2.7500
C 4.2725 0.1836 1.5509
C 3.1206 0.4498 0.8424
P 2.5287 -0.4267 -0.6556
C 2.7276 0.6817 -2.0983
C 1.9083 0.4032 -3.2252
C 2.0792 1.1801 -4.3761
C 2.9774 2.2266 -4.4110
C 3.7752 2.5259 -3.3017
C 3.7005 1.6941 -2.1891
C 3.7706 -1.7605 -0.8651
C 3.8781 -2.7020 0.1749
C 4.7066 -3.7727 -0.0622
C 5.3791 -4.0137 -1.2670
C 5.2396 -3.0581 -2.2829
C 4.4437 -1.9186 -2.0734
C -0.1662 2.8031 0.0398
C 0.5329 3.9790 0.3549
C 0.0286 5.1968 -0.0269
C -1.1617 5.2965 -0.7498
C -1.7885 4.1379 -1.1488
C -1.2874 2.8728 -0.8007
P -1.9778 1.3639 -1.4516
C -1.9160 1.6538 -3.2397
C -2.4645 0.5953 -3.9841
C -2.5324 0.7088 -5.3500
C -1.9544 1.7847 -6.0308
C -1.3042 2.7878 -5.3273
C -1.2773 2.7006 -3.9117
C -3.7577 1.6185 -1.1241
C -4.1040 1.9435 0.2000
C -5.3904 2.2644 0.5586
C -6.3869 2.2531 -0.4096
C -6.0914 1.8591 -1.7294
C -4.7796 1.5307 -2.0770
H -5.6548 -3.7139 1.2852
H -4.1059 -4.9331 2.7764
H -1.7912 -4.1710 3.0901
H -2.2882 -1.2654 0.0121
H -4.7498 -1.7868 -0.0843
H 0.3654 -4.6395 1.4972
H 1.5559 -6.1326 2.9718
H 2.8072 -5.3258 4.9079
H 2.7046 -2.9225 5.5203
H 1.2984 -1.4187 4.2571
H -1.3705 -1.6070 4.5852
H -2.3296 0.3912 5.8070
H -2.5623 2.4844 4.7027
H -1.3778 2.8505 2.5634
H 1.6377 2.6816 2.9631
H 3.7972 2.3042 4.1392
H 5.2817 0.5621 3.3683
H 5.0349 -0.5224 1.2297
H 1.1583 -0.4267 -3.1844
H 1.4263 1.0422 -5.2328
H 3.0252 2.7984 -5.3347
H 4.5562 3.2775 -3.3219
H 4.3172 1.8789 -1.2918
H 3.2207 -2.5905 1.0463
H 4.7733 -4.5020 0.7587
H 5.9975 -4.8656 -1.4126
H 5.6615 -3.1911 -3.2808
H 4.2637 -1.1651 -2.8690
H 1.4605 3.8437 0.9328
H 0.5717 6.0696 0.2574
H -1.6320 6.2697 -1.0100
H -2.6955 4.1507 -1.7301
H -2.8014 -0.3042 -3.5333
H -2.9987 -0.1177 -5.8503
H -1.9091 1.7894 -7.1267
H -0.7244 3.5598 -5.7773
H -0.7205 3.4631 -3.3887
H -3.3665 1.9366 0.9735
H -5.5937 2.5621 1.5973
H -7.4081 2.6267 -0.1866
H -6.8656 1.9271 -2.4931
H -4.6125 1.1792 -3.0774
S -0.1133 -2.2822 -1.9549
C 0.6142 -3.7007 -1.4247
N 1.0004 -4.7360 -1.0688
*
```

Computed properties:
calculated total energy = -5528.07679 hartree
expectation value of S² = 0.76

---

2.
C55H43Cl3GeN3O7P2PbS as an isolated structure, computed with ωB97M-V/def2-TZVPD.

ORCA input file:
```
! wB97M-V def2-TZVPD RIJCOSX def2/J DEFGRID3
* xyz -2 2
Pb -0.2253 -1.1117 1.0270
O 0.0171 3.2746 2.9892
S -0.2799 2.7459 1.6315
C 0.6854 3.7504 0.4813
C 0.3110 5.0351 0.1050
C 1.1626 5.8031 -0.6685
C 2.3980 5.2899 -1.0547
C 2.7641 4.0111 -0.6711
C 1.9094 3.2156 0.0969
P 2.3466 1.4797 0.5973
C 3.4349 1.0443 -0.8154
C 4.7823 0.7240 -0.7171
C 5.5023 0.3525 -1.8481
C 4.8819 0.2997 -3.0855
C 3.5327 0.6186 -3.1908
C 2.8157 0.9824 -2.0659
C 3.5455 1.8233 1.9342
C 3.8022 3.0865 2.4575
C 4.6854 3.2411 3.5167
C 5.3174 2.1385 4.0688
C 5.0405 0.8701 3.5780
C 4.1502 0.7138 2.5289
C -1.9009 3.3516 1.1725
C -2.4511 4.3917 1.9068
C -3.6613 4.9323 1.5065
C -4.2951 4.4270 0.3743
C -3.7469 3.3582 -0.3186
C -2.5403 2.7789 0.0811
P -1.8490 1.2188 -0.6459
C -3.3847 0.5300 -1.3550
C -4.1183 -0.3099 -0.5167
C -5.3035 -0.8711 -0.9653
C -5.7628 -0.6054 -2.2501
C -5.0279 0.2173 -3.0907
C -3.8382 0.7812 -2.6447
C -0.9408 1.8300 -2.1064
C -0.3408 0.8422 -2.8970
C 0.4447 1.2046 -3.9796
C 0.6597 2.5472 -4.2721
C 0.0908 3.5297 -3.4737
C -0.7105 3.1722 -2.3957
H -0.6475 5.4364 0.4074
H 0.8632 6.7996 -0.9699
H 3.0735 5.8866 -1.6556
H 3.7244 3.6140 -0.9731
H 5.2845 0.7706 0.2413
H 6.5512 0.0986 -1.7530
H 5.4391 -0.0070 -3.9626
H 3.0269 0.5565 -4.1467
H 1.7553 1.2006 -2.1562
H 3.2986 3.9560 2.0543
H 4.8594 4.2289 3.9257
H 5.9937 2.2608 4.9054
H 5.4864 -0.0024 4.0355
H 3.9020 -0.2851 2.1816
H -1.9184 4.7399 2.7840
H -4.1065 5.7445 2.0680
H -5.2349 4.8519 0.0426
H -4.2801 2.9441 -1.1656
H -3.7337 -0.5416 0.4725
H -5.8575 -1.5374 -0.3160
H -6.6858 -1.0523 -2.5999
H -5.3716 0.4123 -4.0999
H -3.2540 1.4079 -3.3095
H -0.4566 -0.2018 -2.6211
H 0.9168 0.4311 -4.5724
H 1.2862 2.8271 -5.1115
H 0.2737 4.5775 -3.6819
H -1.1491 3.9456 -1.7755
O 2.6107 -2.3901 -2.4120
C 2.0931 -2.0862 -1.3288
O 1.3921 -1.0862 -1.0352
C 2.3773 -3.0482 -0.1558
C 3.3918 -3.9951 -0.2446
C 3.6512 -4.8020 0.8486
C 2.8916 -4.6558 1.9996
C 1.9011 -3.6876 2.0102
N 1.6581 -2.9100 0.9569
C 1.0726 -3.4763 3.2611
O 0.8591 -4.4112 4.0023
O 0.6590 -2.2394 3.4287
H 3.9414 -4.0629 -1.1725
H 4.4406 -5.5440 0.8077
H 3.0449 -5.2580 2.8835
C -3.3098 -0.8678 4.6620
C -2.6361 -1.4119 3.4128
O -2.3253 -0.5559 2.5314
C -2.4399 -2.7931 3.3452
C -2.1144 -3.5436 2.1880
C -2.3618 -5.0318 2.2558
N -1.6527 -2.9932 1.0895
N -1.8365 -3.6981 -0.1048
C -1.7110 -2.8857 -1.1182
O -1.3824 -1.6472 -1.0861
C -2.0563 -3.4692 -2.4538
C -1.8722 -4.8195 -2.7376
C -2.2146 -5.3284 -3.9811
C -2.7589 -4.4977 -4.9538
C -2.9514 -3.1518 -4.6724
C -2.5923 -2.6401 -3.4337
H -2.5732 -0.7886 5.4658
H -3.6947 0.1284 4.4473
H -4.1175 -1.5173 5.0026
H -2.6936 -3.3603 4.2322
H -3.3052 -5.2496 2.7573
H -2.3574 -5.4708 1.2631
H -1.5536 -5.4670 2.8509
H -1.4577 -5.4550 -1.9662
H -2.0537 -6.3788 -4.1959
H -3.0205 -4.8961 -5.9275
H -3.3813 -2.4957 -5.4210
H -2.7236 -1.5902 -3.2054
Cl 1.9121 0.8851 5.9880
Ge 1.2772 -1.0582 4.9302
Cl 3.1321 -2.2319 5.2649
Cl -0.1008 -1.8439 6.4484
*
```

Computed properties:
calculated total energy = -7544.15525 hartree
expectation value of S² = 0.75

---

3.
C55H43Cl5IrN5OSTe2 as an isolated structure, computed with ωB97M-V/def2-TZVPD.

ORCA input file:
```
! wB97M-V def2-TZVPD RIJCOSX def2/J DEFGRID3
* xyz 2 1
Ir -0.3348 -0.7596 0.6943
S 0.9708 3.4422 6.8466
N 1.9809 2.5236 5.9925
C 1.2646 1.9631 5.0336
C 1.7628 1.0357 4.0294
C 3.0920 0.6227 3.9281
C 3.4294 -0.2756 2.9375
C 2.4371 -0.7513 2.0835
N 1.1690 -0.3546 2.1736
C 0.8411 0.5356 3.1198
C -0.5393 0.9672 3.1033
N -1.3066 0.5055 2.0899
C -2.5852 0.8730 2.0409
C -3.1623 1.7121 2.9879
C -2.3845 2.2025 4.0097
C -1.0388 1.8384 4.0628
C -0.1041 2.3356 5.0623
N -0.3971 3.1729 6.0424
H 3.8210 1.0174 4.6248
H 4.4429 -0.6317 2.8178
H 2.6738 -1.4678 1.3094
H -3.1658 0.4979 1.2092
H -4.2099 1.9647 2.9064
H -2.7824 2.8619 4.7709
Cl -1.8916 1.7015 -0.9426
C -1.9119 0.1444 -1.7406
C -1.4884 -0.9917 -1.0355
C -1.6522 -2.1913 -1.7350
Cl -1.3126 -3.6960 -0.9323
C -2.1144 -2.2645 -3.0506
Cl -2.2678 -3.7787 -3.8389
C -2.4497 -1.0978 -3.7278
Cl -2.9637 -1.1546 -5.3599
C -2.3810 0.1176 -3.0522
Cl -2.8658 1.5623 -3.8458
C -0.8071 3.6471 -7.8212
C -0.0408 3.2195 -6.5993
C -0.1625 3.9106 -5.4022
C 0.4346 3.4660 -4.2271
C 0.2746 4.2698 -2.9618
C 1.1933 2.3066 -4.3029
Te 1.3986 1.2477 -2.4366
N 1.0361 -0.5024 -0.6594
C 1.8497 -1.1582 -1.3663
O 2.4664 -0.4794 -2.4168
C 2.2613 -2.5828 -1.2593
C 1.8482 -3.4028 -0.2145
C 2.2492 -4.7260 -0.1572
C 3.0803 -5.2432 -1.1425
C 3.5023 -4.4341 -2.1886
C 3.0956 -3.1109 -2.2497
C 2.8911 2.1362 -1.2591
C 2.5278 2.6724 -0.0130
C 1.0992 2.9129 0.4018
C 3.5490 3.0090 0.8673
C 4.8880 2.8086 0.5556
C 5.9691 3.1086 1.5555
C 5.2084 2.3346 -0.7113
C 4.2372 2.0040 -1.6435
C 4.6535 1.5331 -3.0128
C 1.4105 1.6105 -5.4981
C 2.3256 0.4208 -5.6050
C 0.7993 2.1082 -6.6400
H -1.6893 4.2224 -7.5470
H -1.1166 2.7819 -8.4051
H -0.1846 4.2730 -8.4643
H -0.7647 4.8127 -5.3608
H 0.6546 5.2796 -3.1188
H 0.8356 3.8374 -2.1348
H -0.7751 4.3479 -2.6753
H 1.2017 -3.0077 0.5601
H 1.9145 -5.3569 0.6572
H 3.4001 -6.2759 -1.0930
H 4.1493 -4.8333 -2.9585
H 3.4195 -2.4796 -3.0644
H 0.5252 1.9832 0.3717
H 0.6028 3.6320 -0.2467
H 1.0606 3.3148 1.4143
H 3.2855 3.4381 1.8286
H 5.5526 3.3568 2.5307
H 6.5789 3.9511 1.2241
H 6.6391 2.2545 1.6662
H 6.2518 2.2279 -0.9891
H 5.6908 1.7944 -3.2094
H 4.0307 1.9922 -3.7829
H 4.5549 0.4511 -3.0961
H 2.3686 -0.1648 -4.6845
H 3.3418 0.7526 -5.8295
H 2.0141 -0.2385 -6.4131
H 0.9695 1.6054 -7.5861
Te -2.2572 -2.3415 1.6201
C -1.3421 -4.1062 2.2851
C -0.1936 -4.0895 3.0663
C 0.3073 -5.2841 3.5625
C -0.3336 -6.4824 3.2713
C -1.4712 -6.4924 2.4766
C -1.9810 -5.3008 1.9767
C -2.7763 -1.7013 3.5645
C -1.8562 -1.4665 4.5812
C -2.3058 -1.1598 5.8571
C -3.6694 -1.0895 6.1195
C -4.5862 -1.2973 5.1001
C -4.1413 -1.5955 3.8177
H 0.3196 -3.1582 3.2768
H 1.1973 -5.2810 4.1788
H 0.0561 -7.4120 3.6642
H -1.9661 -7.4269 2.2488
H -2.8687 -5.3090 1.3555
H -0.7922 -1.5232 4.3851
H -1.5907 -0.9988 6.6546
H -4.0157 -0.8877 7.1247
H -5.6481 -1.2528 5.3044
H -4.8571 -1.7549 3.0190
*
```

Computed properties:
relative energy (zero: lowest compared OMol25 entry of this formula, charge and spin) = 6.1 kcal per mole

---

4.
C55H44ClCrIO5P3 as an isolated structure, computed with ωB97M-V/def2-TZVPD.

ORCA input file:
```
! wB97M-V def2-TZVPD RIJCOSX def2/J DEFGRID3
* xyz 0 4
Cr 0.3361 0.1304 -0.2039
C 8.0715 0.6546 -0.5281
C 7.0804 0.2973 -1.4473
C 5.7524 0.4040 -1.0713
C 5.4067 0.7256 0.2488
C 6.4036 1.1861 1.1181
C 7.7382 1.1598 0.7106
P 3.6503 0.6905 0.7211
C 3.7913 0.6988 2.4945
C 3.8688 1.9731 3.1720
C 3.9594 1.9750 4.5303
C 4.0227 0.7494 5.2581
C 3.8589 -0.4751 4.6227
C 3.6950 -0.4636 3.2389
C 3.1006 -0.9892 0.1783
C 3.9948 -2.0182 0.3488
C 3.6065 -3.3152 -0.0107
C 2.4846 -3.4858 -0.8269
C 1.6169 -2.4239 -0.9894
C 1.8590 -1.2050 -0.3773
H 9.1270 0.6205 -0.8053
H 7.3201 -0.1688 -2.3949
H 4.9531 0.2097 -1.8078
H 6.1605 1.5666 2.1201
H 8.5002 1.5044 1.4013
H 3.8123 2.8904 2.5733
H 4.0103 2.9306 5.0512
H 4.1823 0.7566 6.3407
H 3.7709 -1.4115 5.1588
H 3.5823 -1.4645 2.7394
H 4.9677 -1.8686 0.7857
H 4.2581 -4.1392 0.2065
H 2.2316 -4.4490 -1.2853
H 0.7419 -2.5908 -1.6370
O -3.5905 -0.0355 -0.4541
C -4.0908 1.2421 -0.6829
C -5.4462 1.4392 -0.8289
C -6.0056 2.7070 -0.5903
C -5.1465 3.8064 -0.5584
C -3.7509 3.5977 -0.6075
C -3.1866 2.3298 -0.7256
P -1.4516 2.0897 -1.0165
C -1.4668 2.6724 -2.7505
C -1.3640 4.0176 -2.9912
C -1.3598 4.5308 -4.2825
C -1.4076 3.6111 -5.3168
C -1.6076 2.2518 -5.1235
C -1.6132 1.7557 -3.8097
C -0.7077 3.3863 -0.0085
C 0.2938 4.2194 -0.4449
C 0.5488 5.3956 0.2641
C -0.0389 5.4854 1.5358
C -0.9287 4.5451 2.0386
C -1.2603 3.4582 1.2518
C -3.9262 -0.7501 0.7070
C -4.9462 -0.4104 1.5850
C -5.5044 -1.4674 2.3269
C -4.8881 -2.6888 2.3483
C -3.7109 -2.9566 1.6124
C -3.1537 -1.9345 0.8217
P -1.6863 -2.0616 -0.2064
C -2.2605 -2.7672 -1.7776
C -3.0729 -3.9271 -1.7159
C -3.3801 -4.6246 -2.8862
C -3.0653 -4.0806 -4.1391
C -2.4162 -2.8551 -4.2017
C -1.9916 -2.1885 -3.0396
C -0.8874 -3.4050 0.7195
C -0.7005 -3.3405 2.1061
C -0.3128 -4.4692 2.8212
C -0.0244 -5.6557 2.1554
C -0.1282 -5.6937 0.7905
C -0.5045 -4.5714 0.0545
H -6.0678 0.5406 -1.0114
H -7.0774 2.8070 -0.4136
H -5.5016 4.7956 -0.5416
H -3.0680 4.4669 -0.5920
H -1.3935 4.6841 -2.1576
H -1.2682 5.5992 -4.4855
H -1.3848 3.9813 -6.3728
H -1.8188 1.5986 -5.9669
H -1.7672 0.6862 -3.6198
H 0.8499 3.9702 -1.3447
H 1.1559 6.2049 -0.1765
H 0.2717 6.3057 2.1365
H -1.3572 4.6192 3.0597
H -1.9954 2.7113 1.5872
H -5.3092 0.6016 1.6211
H -6.4106 -1.3169 2.9158
H -5.3198 -3.5138 2.9147
H -3.2391 -3.9539 1.7457
H -3.3823 -4.3989 -0.7402
H -3.9278 -5.5313 -2.8086
H -3.2798 -4.6103 -5.0568
H -2.1915 -2.3782 -5.1929
H -1.5182 -1.2252 -3.1164
H -1.0128 -2.4861 2.6782
H -0.2040 -4.4688 3.9159
H 0.2445 -6.5691 2.6841
H 0.1077 -6.6246 0.2607
H -0.5846 -4.6611 -1.0436
O -1.7161 0.7470 2.9738
Cl -0.3160 0.4176 2.9856
O -0.1367 -0.6293 1.7461
O 0.4621 1.5670 2.7043
O 0.0814 -0.3010 4.1215
I 1.7553 -0.3042 -3.9401
C 1.3221 0.7401 -2.0076
H 0.8728 1.6556 -2.4090
H 2.3502 0.9600 -1.6677
*
```

Computed properties:
relative energy (zero: lowest compared OMol25 entry of this formula, charge and spin) = 53.5 kcal per mole
expectation value of S² = 3.89